No. 1
9
Properties=species:S:1:pos:R:3 method="wB97M-V/def2-TZVPD" de_lowest_kcal_mol=100.9 multiplicity=1
C 2.03466 1.30722 0.00526
C 0.85671 0.75282 -0.00841
C 1.56558 -0.59954 0.00407
C -0.61095 0.55649 -0.00164
C -0.63123 -0.93553 0.00598
N 0.52781 -1.49010 -0.00578
H -1.10451 0.98770 0.86983
H -1.10804 0.95230 -0.89160
H -1.53004 -1.53136 0.02230

=====

No. 2
45
Properties=species:S:1:pos:R:3 method="wB97M-V/def2-TZVPD" energy_ev=-98637.505 smiles="CN1C=CC2=c3nc4cc(Br)ccc4c4c3=C(CC2=C1)[N+](C)(C)CC4=O" multiplicity=1 total_charge=+1
O 1.27226 1.61598 -3.73735
Br -4.14597 -2.82463 -5.16018
N -1.72087 -1.41614 -0.83301
C 1.22393 1.08463 -2.61581
C -1.80574 -1.98516 1.92221
C -1.80678 -2.17756 3.29198
C 0.00749 -0.56552 3.55511
C 0.03146 -0.29370 2.20307
C -0.90399 -0.99611 1.29324
C 1.06100 0.85512 0.18260
C -1.83710 -1.04925 -4.88260
C -2.74436 -1.89294 -4.23641
C -2.68176 -2.00420 -2.84792
C -0.83695 -0.38059 -4.21062
C 0.16515 0.30047 -2.05781
C -0.84063 -0.73103 -0.06843
C 0.13225 0.17822 -0.62306
C -1.69775 -1.28791 -2.16528
C -0.76505 -0.43829 -2.83743
N -0.91550 -1.46726 4.11124
C 1.05202 0.65892 1.70506
C -1.16317 -1.40532 5.56996
C 3.27120 1.88928 0.39017
C 1.38484 3.10888 -0.40306
C 2.42306 1.40515 -1.75228
N 2.05227 1.80611 -0.40757
H -2.48667 -2.51007 1.26985
H -2.49411 -2.87649 3.71396
H 0.62293 -0.00771 4.26214
H -1.88944 -0.94872 -5.96548
H -3.35814 -2.68646 -2.33045
H -0.18516 0.24036 -4.80444
H 0.78546 1.66957 2.07835
H 2.00946 0.34152 2.07043
H -1.55548 -2.32148 5.96418
H -0.23243 -1.12394 6.07849
H -1.86835 -0.60150 5.74421
H 3.82396 0.94156 0.36994
H 3.06347 2.08138 1.44880
H 3.92651 2.74692 0.00828
H 1.05543 3.37328 0.57786
H 0.51997 3.05984 -1.10321
H 2.06597 3.88128 -0.76529
H 2.97343 2.25794 -2.21102
H 3.01186 0.49559 -1.79239

=====

No. 3
43
Properties=species:S:1:pos:R:3 method="wB97M-V/def2-TZVPD" de_lowest_kcal_mol=561.2 multiplicity=1 total_charge=-1
As 0.05161 -0.33419 0.74931
F 0.06894 0.30113 -0.93349
F 0.76542 -1.90540 0.04846
F -0.22707 -1.05947 2.37063
F -0.52653 1.27913 1.26160
F -1.66358 -0.84714 0.36108
F 1.69153 0.26623 1.07471
O 0.37983 -1.07417 -2.43514
H 0.89105 -1.60746 -1.82646
H 0.88745 -0.26859 -2.53308
O 0.99377 -2.22734 3.13780
H 0.34025 -1.57960 2.87402
H 0.70622 -2.51991 4.00264
O -2.14191 1.49220 -0.42876
H -2.71769 0.73510 -0.32140
H -1.50949 1.41596 0.28570
O 1.70341 0.37187 -2.81844
H 1.78942 0.87554 -3.62786
H 1.30490 0.98167 -2.19752
O -0.21108 3.28502 1.57261
H -0.16040 3.44347 0.62997
H -0.11075 2.33733 1.66239
O -3.35265 -0.24524 0.12793
H -4.17482 -0.04736 0.57638
H -3.60170 -0.36355 -0.78870
O 1.68785 1.75423 -0.81063
H 1.11537 0.99230 -0.72147
H 2.39887 1.59411 -0.19012
O 2.86023 -0.98931 1.89019
H 2.44672 -1.69769 2.38358
H 2.12845 -0.49611 1.51940
O 3.58823 -0.86379 -0.32236
H 3.92750 -1.75652 -0.25793
H 3.25793 -0.66871 0.55461
O -1.72894 -0.90042 -1.93424
H -1.94910 -0.78399 -1.01001
H -0.77802 -1.00948 -1.94254
O -0.60097 1.25902 -2.62639
H -0.74785 0.48360 -3.16803
H -1.25223 1.19094 -1.92820
O -2.69615 -0.33914 2.24993
H -1.89249 0.16324 2.11586
H -2.94152 -0.63760 1.37418

=====

No. 4
61
Properties=species:S:1:pos:R:3 method="wB97M-V/def2-TZVPD" energy_ev=-114904.399 multiplicity=4 total_charge=-1
Ti 1.58724 3.27716 2.37731
C -1.01432 0.84536 2.48770
C -2.21383 0.50167 1.59167
C -1.73871 -0.27672 0.35517
C -1.87722 -1.77200 0.41500
N -1.88700 -2.40177 -0.95970
C -2.05376 -3.91778 -0.84242
C -3.14977 -4.31463 -1.83275
C -3.34133 -3.06957 -2.72563
C -3.08670 -1.92619 -1.77262
C -0.62309 -2.08497 -1.73340
C 0.67845 -2.32052 -1.00224
C 1.82873 -2.27612 -2.00860
H -0.31434 1.43235 1.89418
H -0.55962 -0.03727 2.91757
H -1.40026 1.43634 3.32129
H -2.64716 1.43086 1.25092
H -2.89327 -0.12441 2.17754
H -0.68354 -0.02231 0.19438
H -2.19164 0.15506 -0.54488
H -2.75325 -2.14254 0.94950
H -1.00037 -2.22211 0.88660
H -1.09326 -4.32915 -1.13424
H -2.28408 -4.16193 0.18787
H -2.82610 -5.16157 -2.43492
H -4.08498 -4.55091 -1.33250
H -2.68589 -3.03237 -3.59349
H -4.36120 -3.05593 -3.10999
H -2.81757 -0.99002 -2.24480
H -3.87361 -1.81112 -1.02931
H -0.70512 -1.07125 -2.11955
H -0.69065 -2.76970 -2.58299
H 0.66951 -3.31750 -0.55155
H 0.82578 -1.58910 -0.21735
H 1.89817 -1.35096 -2.57094
H 1.72003 -3.11953 -2.70625
H 2.76536 -2.51767 -1.50662
C -1.13351 3.25997 -1.27134
F -0.11328 2.38139 -1.42630
F -1.35865 3.81546 -2.46004
F -2.22009 2.53194 -0.96437
S -0.72841 4.57491 -0.02280
O 0.02970 5.49904 -0.80064
O -2.02837 4.98936 0.40801
O 0.05094 3.84342 0.97821
C 2.76300 -1.12240 2.49810
F 3.43653 -0.83628 1.37377
F 1.48777 -1.36390 2.14026
F 3.25170 -2.27815 2.96924
S 2.92562 0.18582 3.77842
O 4.33849 0.33603 3.84159
O 2.20046 1.32645 3.21705
O 2.26882 -0.42893 4.89796
C 3.94133 4.74537 -0.73056
F 3.06691 3.85238 -1.23173
F 4.94425 4.86950 -1.61073
F 3.31833 5.92626 -0.65229
S 4.55263 4.20241 0.92805
O 3.39414 4.52444 1.77505
O 4.78926 2.79164 0.76664
O 5.70082 5.03270 1.14850